No. 1
This record from the OMol25 dataset describes a molecular structure, C10H20F4N4NbO at a distorted geometry. The level of theory is ωB97M-V/def2-TZVPD.

Geometry as XYZ:
```
40
Properties=species:S:1:pos:R:3:forces:R:3
N -0.447 0.859 -1.198 -0.23 -0.35 -0.06
C -1.205 0.051 -0.129 -0.72 -1.10 -1.23
Nb -0.037 -0.212 1.809 3.07 1.05 0.79
F 1.103 -0.536 3.588 -1.37 0.33 -2.17
C -0.245 1.970 2.428 0.32 1.77 0.57
C -0.252 3.050 1.194 -1.48 0.25 0.88
O 0.989 3.058 0.392 -1.68 1.22 0.06
C -2.029 -0.601 2.941 -1.27 0.73 0.03
F -1.805 -0.501 4.416 -1.65 -0.85 -3.19
F -3.055 0.459 2.623 1.49 -2.77 1.27
F -2.622 -1.884 2.499 0.30 2.70 2.09
H -1.117 1.287 -1.874 0.96 -1.05 0.72
H 0.251 0.227 -1.693 -1.58 1.19 0.83
H -1.334 -1.040 -0.595 0.04 2.45 1.40
H -2.317 0.458 0.014 2.38 -0.68 -0.24
H 0.082 -1.995 1.492 -0.46 -0.54 0.35
H 1.517 0.141 0.925 -0.90 0.34 0.15
H 0.707 2.223 3.099 -1.84 -0.60 -1.25
H -1.184 2.157 3.105 1.67 -0.06 -1.32
H -0.411 4.130 1.670 0.35 -1.96 -1.01
H -1.211 2.812 0.536 2.10 0.50 1.08
H 0.814 3.719 -0.341 0.26 -1.37 1.30
C -1.621 -5.218 0.974 -0.05 1.13 -0.66
C -1.729 -3.958 0.132 -0.60 6.95 -4.64
N -1.819 -2.912 -0.567 0.45 -9.23 5.34
H -2.483 -5.296 1.641 0.12 0.15 -0.14
H -1.592 -6.099 0.325 -0.02 0.22 0.00
H -0.707 -5.188 1.574 -0.13 0.17 -0.13
C -0.702 1.824 -5.756 -0.34 -0.78 0.95
C -1.161 0.867 -4.669 -2.54 -5.24 5.82
N -1.542 0.073 -3.766 2.90 6.22 -7.52
H 0.144 2.418 -5.398 -0.15 -0.14 0.03
H -0.392 1.262 -6.641 -0.08 0.01 0.21
H -1.519 2.497 -6.030 0.08 -0.17 0.12
C 5.279 0.250 0.253 -1.24 -0.56 0.01
C 3.970 -0.515 0.141 -6.84 -4.38 -0.79
N 2.884 -1.149 0.048 9.15 4.65 0.38
H 5.616 0.558 -0.740 -0.15 -0.10 0.12
H 5.139 1.139 0.874 -0.09 -0.14 -0.08
H 6.044 -0.385 0.708 -0.20 0.03 -0.07
```
Positions in Å, forces in eV/Å.

Values from the calculation:
* HOMO: -4.04 eV
* energy above the lowest of the compared OMol25 structures with the same formula, charge and spin: 137.3 kcal/mol
* charge: -1
* DFT total energy: -31113.019 eV


No. 2
This record from the OMol25 dataset describes a molecular structure, C10H20GaO5. The level of theory is ωB97M-V/def2-TZVPD.

Geometry as XYZ:
```
36
Properties=species:S:1:pos:R:3:forces:R:3
Ga -0.103 -0.056 -0.339 0.36 0.32 0.73
C 2.328 -0.249 -1.889 -0.04 0.06 -0.08
C 2.170 -1.612 -1.276 -0.03 -0.05 0.06
O 0.760 -1.736 -0.833 -0.15 -0.03 -0.14
C 0.581 -2.744 0.234 -0.04 0.05 -0.04
C 0.827 -2.029 1.545 -0.03 -0.06 -0.02
O 0.051 -0.777 1.494 0.11 0.03 0.06
C -1.197 -0.707 2.272 -0.04 -0.02 0.00
C -2.335 -0.909 1.295 0.04 0.02 -0.02
O -2.012 -0.110 0.100 -0.08 -0.16 -0.32
C -2.739 1.157 -0.141 0.03 0.03 0.05
C -1.767 2.281 0.146 -0.07 -0.04 -0.09
O -0.534 1.840 -0.504 -0.02 -0.01 0.01
C 0.586 2.783 -0.622 -0.04 -0.04 -0.01
C 1.572 2.059 -1.505 -0.02 0.03 0.04
O 1.604 0.675 -1.005 -0.03 -0.15 -0.26
H 1.893 -0.178 -2.888 0.00 0.00 0.00
H 3.378 0.040 -1.916 0.00 0.00 -0.02
H 2.803 -1.730 -0.398 0.00 -0.02 0.00
H 2.358 -2.406 -1.997 0.02 0.01 -0.01
H 1.268 -3.568 0.049 0.01 0.00 0.04
H -0.441 -3.104 0.127 0.01 -0.03 -0.01
H 1.864 -1.733 1.691 0.00 0.00 0.00
H 0.506 -2.621 2.400 0.00 0.00 0.00
H -1.203 0.272 2.748 0.01 0.01 -0.02
H -1.180 -1.475 3.043 -0.01 0.02 0.02
H -3.295 -0.581 1.687 0.01 -0.01 0.04
H -2.425 -1.938 0.952 -0.03 0.00 -0.01
H -3.610 1.196 0.509 -0.02 -0.02 -0.02
H -3.054 1.124 -1.182 0.01 0.02 -0.01
H -1.569 2.422 1.209 0.01 0.04 -0.01
H -2.092 3.218 -0.304 -0.02 -0.01 -0.01
H 0.965 2.997 0.377 0.02 -0.01 -0.01
H 0.229 3.691 -1.105 0.00 0.02 0.03
H 2.574 2.478 -1.434 -0.01 0.01 0.02
H 1.238 2.033 -2.543 0.03 -0.01 -0.01
```
Positions in Å, forces in eV/Å.

Values from the calculation:
* HOMO: -22.81 eV
* energy above the lowest of the compared OMol25 structures with the same formula, charge and spin: 2.6 kcal/mol
* charge: +3
* DFT total energy: -73277.504 eV


No. 3
This record from the OMol25 dataset describes a molecular structure, C10H20MnO18S2 at a distorted geometry. The level of theory is ωB97M-V/def2-TZVPD.

Geometry as XYZ:
```
51
Properties=species:S:1:pos:R:3:forces:R:3
Mn -0.136 -1.165 0.962 -0.54 -1.72 2.21
O -1.409 1.582 4.207 0.55 -0.02 0.00
C -1.544 0.323 3.576 -1.17 -0.14 -1.06
O -0.834 0.224 2.521 0.61 0.25 -0.01
O -2.408 -0.404 4.011 0.12 -0.11 0.47
H -0.713 1.966 3.665 0.06 0.25 0.06
O 1.927 -3.557 4.118 0.07 0.32 0.22
C 0.753 -3.069 3.513 -0.51 0.38 -0.69
O -0.306 -3.416 4.027 0.08 -0.18 0.35
O 0.962 -2.335 2.516 0.10 0.20 -0.37
H 1.556 -3.832 4.963 0.13 -0.35 0.06
O -3.590 -3.079 -0.562 0.07 -0.19 -0.71
C -2.992 -2.897 0.687 0.68 0.90 1.73
O -3.459 -3.565 1.597 -0.35 -0.69 -0.11
O -2.097 -2.016 0.751 -0.04 -0.08 -1.14
H -4.108 -3.865 -0.365 -0.31 -0.03 -0.14
O 1.547 -3.811 -2.060 -0.39 0.29 0.16
C 1.718 -3.223 -0.798 0.37 0.78 0.37
O 2.693 -3.532 -0.157 0.39 -0.44 0.07
O 0.834 -2.331 -0.542 -0.34 -0.02 -0.66
H 0.777 -3.302 -2.340 -0.15 -0.24 -0.43
O -0.154 0.016 -3.008 0.32 0.20 0.13
S -1.211 0.094 -2.039 -0.39 -0.67 -2.00
O -0.947 0.101 -0.657 0.14 0.92 0.66
O -2.008 1.444 -2.359 0.02 -0.14 0.38
C -1.964 1.948 -3.699 -0.21 0.15 -0.62
C -3.169 2.869 -3.795 -0.10 -0.29 -0.18
C -2.341 -1.194 -2.448 0.10 0.19 0.44
H -2.065 1.151 -4.442 0.00 -0.18 0.23
H -0.992 2.401 -3.891 -0.07 0.23 0.16
H -3.108 3.664 -3.056 -0.18 -0.07 0.11
H -4.031 2.219 -3.632 -0.14 0.31 0.39
H -3.354 3.314 -4.774 0.52 -0.03 -0.10
H -1.753 -2.083 -2.216 -0.23 -0.12 -0.04
H -2.602 -1.127 -3.501 0.16 0.02 -0.10
H -3.225 -1.183 -1.814 0.19 0.03 0.13
O 4.052 0.229 0.801 0.50 -0.13 0.09
S 2.790 0.712 0.367 -0.01 0.52 -1.43
O 1.596 0.147 0.871 -0.24 0.31 0.68
O 2.767 2.312 0.577 0.03 -0.15 0.25
C 3.063 2.706 1.927 0.24 -0.33 0.77
C 3.179 4.206 2.019 -0.87 -0.07 0.22
C 2.627 0.802 -1.391 1.08 -1.10 0.05
H 4.008 2.249 2.229 -0.05 -0.09 -0.08
H 2.298 2.310 2.599 -0.16 0.06 -0.17
H 4.195 4.519 1.799 -0.14 0.39 -0.28
H 2.888 4.536 3.018 0.41 -0.15 0.18
H 2.396 4.658 1.405 0.43 0.14 -0.42
H 3.613 1.022 -1.803 -0.19 0.83 0.05
H 1.805 1.470 -1.602 0.06 0.08 -0.30
H 2.473 -0.208 -1.774 -0.68 -0.05 0.38
```
Positions in Å, forces in eV/Å.

Values from the calculation:
* HOMO (alpha / beta): -2.10 / -2.15 eV
* spin multiplicity: 6
* energy above the lowest of the compared OMol25 structures with the same formula, charge and spin: 0.0 kcal/mol
* charge: -2
* DFT total energy: -100545.382 eV


No. 4
This record from the OMol25 dataset describes a single C10H20N2O4 molecule at a distorted geometry. The level of theory is ωB97M-V/def2-TZVPD.

Geometry as XYZ:
```
36
Properties=species:S:1:pos:R:3:forces:R:3
C 1.489 1.956 -1.132 2.21 -0.71 0.15
C 1.783 1.790 0.387 -0.55 -0.77 -1.57
C 1.231 0.487 0.978 4.39 -0.96 1.25
C 2.309 -0.183 2.070 -0.03 -0.33 -2.15
C 1.055 -0.641 -0.063 -0.39 1.15 1.82
N 0.174 -1.551 0.609 -1.49 -0.58 -1.72
C -1.180 -1.692 0.380 2.18 -0.40 1.42
O -1.848 -2.443 1.095 0.03 0.84 -0.86
C -1.722 -0.790 -0.668 -1.25 2.24 3.61
N -2.584 -1.479 -1.493 0.47 -0.81 -2.92
C -2.471 0.354 0.311 1.05 -1.03 -0.68
C -2.573 1.690 -0.410 2.05 -2.87 -0.78
O -3.754 -0.195 0.612 1.65 -0.72 1.50
C 2.205 -1.432 -0.655 1.63 -2.90 2.32
O 2.935 -2.215 -0.045 -1.36 1.72 -0.64
O 2.212 -1.543 -1.962 -0.04 1.70 -2.38
H 1.848 2.977 -1.571 -1.01 -2.06 0.77
H 0.439 1.684 -1.206 -0.17 0.78 -0.77
H 2.080 1.096 -1.553 -0.46 1.17 -0.61
H 1.424 2.713 0.681 -1.31 1.51 2.08
H 2.794 1.816 0.650 1.90 0.14 -0.24
H 0.384 0.597 1.582 -1.74 0.27 0.13
H 3.010 -0.845 1.445 -1.23 0.69 1.47
H 2.972 0.526 2.502 0.26 1.12 0.38
H 1.854 -0.713 2.924 -0.04 -0.02 -0.68
H 0.607 -0.159 -0.875 -0.95 -0.05 -1.04
H 0.524 -1.885 1.460 0.46 -0.92 1.25
H -1.037 -0.293 -1.311 0.74 0.39 -0.05
H -3.342 -1.929 -1.012 0.11 -0.66 0.07
H -1.827 -2.078 -1.929 -2.55 -0.24 -0.01
H -1.766 0.573 1.151 -0.97 -0.95 0.22
H -1.527 2.120 -0.298 -1.77 0.34 -0.21
H -3.456 2.137 -0.055 -0.68 1.45 0.28
H -2.682 1.229 -1.390 -0.42 1.41 -0.83
H -3.520 -0.991 1.189 -0.71 1.17 -0.98
H 1.959 -0.687 -2.397 -0.02 -1.13 0.38
```
Positions in Å, forces in eV/Å.

Values from the calculation:
* HOMO: -9.31 eV
* energy above the lowest of the compared OMol25 structures with the same formula, charge and spin: 108.1 kcal/mol
* DFT total energy: -21861.735 eV


No. 5
This record from the OMol25 dataset describes a molecular structure, C10H20N2PPbS at a distorted geometry. The level of theory is ωB97M-V/def2-TZVPD.

Geometry as XYZ:
```
35
Properties=species:S:1:pos:R:3:forces:R:3
C 1.058 -0.451 -1.633 0.28 -1.24 -2.93
C 0.141 -0.225 -2.767 0.44 -0.40 0.31
C -0.780 -1.310 -2.841 4.10 0.23 0.64
C -0.190 -2.365 -2.049 0.02 -0.87 -1.41
C 0.940 -1.881 -1.336 0.39 0.16 -0.47
Pb -0.843 -0.495 -0.286 -2.13 0.40 2.84
P 0.273 2.582 0.601 0.33 0.50 0.85
H 1.874 0.181 -1.268 -0.47 -0.22 -0.33
H 0.234 0.519 -3.561 -0.39 0.42 0.87
H -1.485 -1.399 -3.598 -1.28 -0.35 -1.00
H 1.702 -2.405 -0.695 -1.48 0.48 -0.61
H -0.484 -3.407 -2.302 0.18 0.72 1.12
H -0.749 3.108 1.536 0.90 -0.10 -0.63
H 0.495 3.802 -0.144 -0.07 -0.02 0.58
H 1.430 2.657 1.522 -1.05 0.38 -0.74
C 2.294 0.151 6.222 0.79 -0.03 0.35
C 1.898 0.566 4.836 -0.08 -0.25 -0.84
N 1.539 -0.617 3.975 1.50 0.31 2.17
C 0.704 -0.301 2.925 1.24 -0.89 -0.77
S 1.381 -0.318 1.392 0.22 -0.02 -0.99
N -0.518 0.159 3.268 -3.28 1.37 1.79
C -1.137 -0.295 4.574 0.79 -0.58 -1.20
C -1.987 0.756 5.274 -0.23 0.19 -0.34
H 1.735 -0.716 6.582 -0.26 0.26 -0.04
H 2.215 1.002 6.910 -0.04 -0.26 0.06
H 3.335 -0.158 6.211 0.31 -0.13 0.20
H 1.040 1.235 4.934 -0.05 -0.15 -0.50
H 2.709 1.110 4.310 -0.33 0.11 0.43
H 2.426 -1.017 3.632 -0.99 0.22 0.06
H -1.172 0.513 2.552 0.86 -0.61 0.68
H -1.671 -1.256 4.398 -0.13 0.56 0.19
H -0.285 -0.589 5.200 -0.27 0.19 -0.13
H -2.931 0.904 4.749 -0.08 0.05 -0.12
H -2.261 0.462 6.295 0.25 -0.05 -0.17
H -1.490 1.738 5.295 0.03 -0.37 0.07
```
Positions in Å, forces in eV/Å.

Values from the calculation:
* HOMO (alpha / beta): -0.39 / -0.54 eV
* energy above the lowest of the compared OMol25 structures with the same formula, charge and spin: 0.0 kcal/mol
* charge: -1
* DFT total energy: -39041.601 eV


No. 6
This record from the OMol25 dataset describes a gas-phase ion, C10H20N3 (charge +1) at a distorted geometry. The level of theory is ωB97M-V/def2-TZVPD.

Geometry as XYZ:
```
33
Properties=species:S:1:pos:R:3:forces:R:3
C -1.946 1.829 -0.159 0.85 0.72 -1.27
C -1.328 0.967 -1.200 -0.09 -0.05 -1.64
C -1.821 0.870 -2.502 0.44 -0.64 2.21
N -1.109 -0.051 -3.188 -0.94 0.43 -2.10
C -0.181 -0.471 -2.465 2.32 -0.94 2.59
N -0.218 0.137 -1.141 -0.18 -0.60 -0.41
C 0.552 -0.188 0.101 0.80 -2.02 1.01
C 1.629 -1.324 -0.262 -2.64 0.61 0.07
C 1.235 1.168 0.531 -3.02 0.24 -1.14
N 2.000 1.529 -0.672 -1.08 2.20 -1.72
C -0.347 -0.741 1.347 1.19 0.63 0.09
C -1.238 -1.964 1.107 1.41 0.82 -2.83
C 0.495 -1.000 2.656 0.92 0.32 -2.49
H -2.926 1.408 -0.110 -1.09 0.80 0.35
H -1.520 1.849 0.806 0.39 -0.41 1.06
H -1.793 2.867 -0.532 -1.11 -0.50 0.30
H -2.751 1.195 -2.890 -0.52 0.75 -0.19
H 0.572 -1.213 -2.751 -0.44 0.48 0.20
H 1.318 -1.824 -1.188 0.05 -0.26 0.79
H 2.608 -0.989 -0.459 1.39 0.50 0.11
H 1.601 -1.976 0.604 0.45 -0.36 -0.42
H 0.311 1.831 0.514 1.63 -0.27 0.32
H 1.771 1.348 1.441 0.41 -0.68 0.37
H 2.232 2.587 -0.777 0.30 -2.58 0.24
H 1.292 1.310 -1.427 0.11 0.65 0.32
H 2.648 0.797 -0.945 1.34 0.57 0.46
H -0.923 0.139 1.616 -0.68 -0.20 -0.07
H -1.994 -1.755 0.359 -0.70 0.12 0.45
H -1.529 -2.323 2.032 -1.39 -0.50 1.61
H -0.730 -2.811 0.640 0.61 0.10 0.10
H -0.048 -1.621 3.301 -0.77 -0.96 0.87
H 1.460 -1.479 2.431 -0.30 0.08 0.29
H 0.678 -0.097 3.181 0.34 0.94 0.47
```
Positions in Å, forces in eV/Å.

Values from the calculation:
* HOMO: -12.02 eV
* energy above the lowest of the compared OMol25 structures with the same formula, charge and spin: 61.7 kcal/mol
* charge: +1
* DFT total energy: -15156.401 eV


No. 7
This record from the OMol25 dataset describes a gas-phase ion, C10H20N3O (charge +1) at a distorted geometry. The level of theory is ωB97M-V/def2-TZVPD.

Geometry as XYZ:
```
34
Properties=species:S:1:pos:R:3:forces:R:3
C 0.386 -0.918 1.276 0.52 1.48 -2.46
C -0.626 -1.427 0.533 -0.97 -2.35 1.78
C -0.935 -1.029 -0.667 -0.78 1.88 -4.13
C -0.323 2.618 1.006 -1.81 -4.33 -1.16
C -2.151 -3.380 0.110 -0.64 1.66 -4.02
C -0.069 -3.692 1.365 -0.75 1.67 0.16
C 0.479 1.420 -2.520 1.59 -0.88 -0.67
C 2.140 2.253 -0.859 1.95 -1.02 -3.34
C -0.241 2.496 -0.533 0.03 0.96 1.14
C -1.217 -2.689 1.068 -0.22 -1.54 0.31
N 1.097 -0.009 0.686 1.48 2.54 1.59
N 0.880 0.289 -0.610 -1.43 -2.14 -1.37
N 0.807 1.647 -1.127 2.40 -0.41 3.14
O -1.476 -0.890 -1.698 0.62 -0.41 1.45
H 0.739 -1.342 2.147 0.49 -0.43 1.85
H -1.271 1.985 1.255 1.74 1.17 0.11
H 0.515 2.086 1.417 0.22 -0.01 0.53
H -0.405 3.531 1.487 -0.13 2.10 0.18
H -2.912 -2.742 -0.436 0.80 0.19 0.98
H -2.802 -4.111 0.430 -0.84 -1.88 1.62
H -1.692 -3.823 -0.846 0.23 0.47 1.65
H 0.599 -3.211 2.095 0.10 -0.79 -0.29
H 0.373 -3.779 0.381 0.68 -0.87 0.14
H -0.537 -4.566 1.795 0.39 -0.49 -0.18
H -0.323 0.775 -2.714 -1.25 -0.82 0.55
H 0.381 2.256 -3.095 -0.92 3.15 -0.65
H 1.298 1.034 -3.059 1.38 -1.23 0.09
H 2.393 2.459 0.121 -0.43 0.23 2.31
H 3.019 1.641 -1.244 -1.58 0.13 0.29
H 2.242 3.154 -1.407 -0.26 1.15 -0.49
H -0.116 3.468 -0.947 -0.03 0.76 -0.75
H -1.044 1.994 -0.971 -2.14 -0.06 -0.12
H -1.645 -2.448 2.028 -0.85 0.00 0.23
H 1.840 0.383 1.254 0.44 0.12 -0.48
```
Positions in Å, forces in eV/Å.

Values from the calculation:
* HOMO: -11.87 eV
* energy above the lowest of the compared OMol25 structures with the same formula, charge and spin: 111.2 kcal/mol
* charge: +1
* DFT total energy: -17200.353 eV


No. 8
This record from the OMol25 dataset describes a gas-phase ion, C10H20NOS (charge +1) at a distorted geometry. The level of theory is ωB97M-V/def2-TZVPD.

Geometry as XYZ:
```
33
Properties=species:S:1:pos:R:3:forces:R:3
C -1.414 -0.648 -0.735 -0.57 0.51 0.69
C -1.422 0.769 2.305 -1.40 -4.70 -1.33
C -1.115 -0.580 3.208 1.53 3.49 0.51
C 0.377 -0.328 1.221 -0.57 -0.69 -2.48
C -0.495 0.057 -1.702 -2.39 1.26 0.14
C 1.348 -0.147 0.033 0.75 -0.01 3.06
C -1.190 1.406 -2.249 -0.10 -2.65 -0.08
C -0.248 -0.837 -2.905 2.23 2.53 -1.26
C 1.895 -1.495 -0.273 -1.94 -2.24 -1.17
C 2.547 0.751 0.596 -1.87 -0.19 -0.31
N -0.259 0.959 1.428 2.09 1.14 3.13
O 0.671 0.565 -0.989 0.75 0.45 -0.15
S 0.247 -1.524 2.493 0.02 1.22 -0.96
H -1.845 -1.593 -1.005 0.56 -0.75 -0.13
H -2.245 -0.143 -0.224 0.68 0.53 -0.10
H -2.283 0.492 1.645 0.64 0.59 0.83
H -1.635 1.527 2.970 -0.25 1.99 0.89
H -0.751 -0.221 4.211 -0.61 -0.50 -0.87
H -2.019 -1.085 3.308 -1.32 -1.18 0.15
H -1.785 1.143 -3.121 -0.09 -0.13 0.05
H -0.427 2.027 -2.604 1.18 1.21 -0.30
H -1.878 1.884 -1.595 -0.18 0.52 1.01
H -0.603 -0.357 -3.883 0.02 -1.14 1.53
H -0.563 -1.807 -2.682 -0.56 -1.55 -0.35
H 0.845 -0.818 -3.035 -0.15 -0.47 -0.12
H 1.973 -2.249 0.537 0.67 1.13 0.24
H 2.754 -1.541 -0.933 -0.01 0.11 -0.04
H 1.008 -1.985 -0.732 0.69 -0.02 -0.63
H 3.406 0.279 0.186 1.10 0.13 0.17
H 2.523 0.832 1.684 0.38 -0.74 0.06
H 2.474 1.778 0.309 -0.03 0.63 -0.81
H -0.262 1.323 0.436 -0.55 0.37 0.71
H 0.370 1.567 2.098 -0.69 -0.85 -2.07
```
Positions in Å, forces in eV/Å.

Values from the calculation:
* HOMO (alpha / beta): -11.48 / -12.19 eV
* energy above the lowest of the compared OMol25 structures with the same formula, charge and spin: 117.6 kcal/mol
* charge: +1
* DFT total energy: -25055.683 eV